A cluster of 3 separate species, C6H16N2O2 in total. Source: OMol25; level of theory: the ωB97M-V functional and the def2-TZVPD basis.

Computed properties:
- HOMO-LUMO gap (spin up / spin down): 0.331 / 0.331 Ha
- Net charge: 0
- Lowest unoccupied orbital energy (spin up / spin down): 0.6 / 0.6 eV
- HOMO (spin up / spin down): -8.38 / -8.38 eV
- Multiplicity: 1

Cartesian coordinates (Å):
C (1.05701, -1.71359, 0.23120)
C (-0.15345, -1.36748, 1.05054)
C (0.82021, -1.94429, -1.23461)
C (2.68684, -0.20225, 0.54536)
O (1.92362, -2.54172, 0.82328)
H (2.77942, -2.01163, 1.05625)
H (-0.77514, -2.26641, 1.14533)
H (-0.76319, -0.60948, 0.56406)
H (0.13067, -1.10352, 2.06810)
H (0.24207, -2.86767, -1.36186)
H (1.76578, -2.10161, -1.75143)
H (0.28752, -1.09826, -1.66662)
H (2.22231, -0.31804, 1.51104)
H (3.09493, -0.78517, -0.26080)
H (2.96472, 0.83938, 0.43472)
C (-3.30251, 1.64368, 0.19695)
C (-2.01202, 1.73281, -0.55846)
N (0.30691, 2.11479, -0.33613)
O (-0.97808, 2.02755, 0.31053)
N (-1.91960, 1.47018, -1.78635)
H (0.89713, 1.46491, 0.18985)
H (0.58399, 3.08246, -0.18139)
H (-0.95358, 1.59811, -2.09587)
H (-3.19287, 0.91002, 0.99634)
H (-4.12479, 1.42492, -0.47866)
H (-3.58791, 2.62228, 0.58863)

Cartesian forces, eV/Å:
C 0.4680 1.6043 -0.2710
C 0.0710 -0.2919 0.0166
C 0.3055 0.0339 0.1447
C -1.8543 0.4928 -0.6009
O 1.3959 -0.0001 0.5799
H -1.2685 -0.9353 -0.2734
H 0.0469 -0.0585 -0.1060
H 0.0829 0.1512 0.1431
H -0.0481 0.2519 -0.0467
H -0.1239 0.1334 0.0359
H 0.0095 0.0934 -0.0324
H -0.0564 -0.1286 -0.0815
H 0.8436 -0.9275 0.2007
H 0.3640 -0.6664 0.7010
H -0.2074 0.3064 -0.3578
C -0.0889 0.5489 -0.1476
C 0.0301 -0.5197 -0.2737
N -0.6310 -0.1254 -0.0248
O 0.1461 0.2209 -0.1021
N 0.1506 0.3528 0.0335
H -0.1030 0.3264 -0.1314
H 0.1510 -0.3012 0.1560
H -0.0278 -0.1082 0.0699
H -0.2710 0.1338 0.0406
H 0.2378 -0.5385 -0.1076
H 0.3773 -0.0488 0.4352


An isolated molecule of C3H2Cl4. Source: OMol25; level of theory: the ωB97M-V functional and the def2-TZVPD basis.

Computed properties:
- HOMO-LUMO gap: 0.392 Ha
- Net charge: 0
- Lowest unoccupied orbital energy: 0.5 eV
- HOMO: -10.19 eV
- Multiplicity: 1

Cartesian coordinates (Å):
C (0.62250, 0.62702, -0.38651)
C (1.32754, 0.61617, 0.68089)
Cl (2.61508, -0.38888, 1.09455)
C (1.03992, 1.81305, 1.79799)
Cl (1.16165, 1.24854, 3.43434)
Cl (-0.48968, 2.57759, 1.40401)
Cl (2.53691, 2.82615, 1.46051)
H (0.62134, -0.08314, -1.19809)
H (-0.08683, 1.34830, -0.58493)

Cartesian forces, eV/Å:
C -0.4706 -1.7218 -2.4853
C -0.2472 2.0110 3.5081
Cl 0.3749 -0.6577 0.0056
C 1.8951 -1.5569 -2.5229
Cl -0.4389 -0.0426 0.1997
Cl 0.3836 0.4658 0.7442
Cl -0.9445 0.4470 0.3528
H 0.7920 -0.4068 0.1041
H -1.3445 1.4620 0.0936


A cluster of 3 separate species, C28H58N5O2Si in total. Source: OMol25; level of theory: the ωB97M-V functional and the def2-TZVPD basis.

Computed properties:
- HOMO-LUMO gap (spin up / spin down): 0.273 / 0.311 Ha
- Net charge: +1
- Lowest unoccupied orbital energy (spin up / spin down): -2.5 / -2.5 eV
- HOMO (spin up / spin down): -9.98 / -11.00 eV
- Multiplicity: 3
- <S²>: 2.008

Cartesian coordinates (Å):
C (5.83983, -0.01261, -1.85038)
Si (4.26449, -0.83799, -2.36836)
C (3.47680, -1.76223, -0.96122)
C (4.54730, -2.03409, -3.78185)
N (3.02362, 0.38525, -2.93400)
C (3.07286, 1.26771, -3.91960)
N (1.91708, 1.93289, -3.98039)
C (1.07213, 1.47447, -3.00379)
C (-0.32775, 1.90716, -2.72473)
C (-1.36711, 0.87950, -3.26797)
C (-2.07164, 0.07504, -2.18906)
C (-1.28933, -1.12890, -1.65125)
N (-2.13599, -2.33905, -1.56646)
C (1.77855, 0.50513, -2.33525)
H (6.27614, 0.56751, -2.65782)
H (6.54192, -0.80502, -1.60244)
H (5.71849, 0.61120, -0.97217)
H (2.56660, -2.26167, -1.28483)
H (4.16260, -2.49941, -0.56153)
H (3.17863, -1.09141, -0.15791)
H (4.33446, -3.03845, -3.43355)
H (5.57244, -1.99158, -4.13182)
H (3.87291, -1.84150, -4.61192)
H (3.91779, 1.41805, -4.56040)
H (1.68983, 2.66553, -4.63210)
H (-0.53794, 2.88536, -3.14236)
H (-0.39854, 1.98448, -1.64546)
H (-2.11569, 1.44155, -3.81724)
H (-0.87847, 0.23831, -3.99677)
H (-2.98579, -0.32474, -2.61810)
H (-2.39722, 0.74126, -1.39485)
H (-0.45682, -1.32832, -2.32307)
H (-0.89340, -0.89386, -0.66435)
H (-2.13949, -2.64858, -0.60043)
H (-1.65869, -3.09296, -2.04191)
H (1.42585, -0.05503, -1.49538)
C (0.76507, -5.02591, 3.50509)
C (-0.74187, -5.05775, 3.12487)
C (-1.42169, -6.32565, 3.65491)
C (-1.10220, -7.59197, 2.86639)
C (-1.37656, -7.37369, 1.38133)
C (-0.62248, -6.17045, 0.81963)
N (-0.90694, -4.95058, 1.64087)
O (-2.05245, -4.44564, 1.33140)
C (0.88324, -6.48667, 0.77404)
C (-1.04940, -5.91317, -0.61965)
C (-1.39388, -3.85741, 3.80055)
H (1.41590, -4.97905, 2.63607)
H (0.99844, -4.13906, 4.09266)
H (1.05829, -5.89551, 4.09387)
H (-2.50558, -6.17576, 3.63782)
H (-1.14642, -6.45518, 4.70258)
H (-0.06479, -7.89614, 3.03005)
H (-1.72015, -8.41223, 3.23392)
H (-1.10094, -8.26288, 0.81120)
H (-2.45135, -7.22981, 1.23496)
H (1.45320, -5.61481, 0.44657)
H (1.06159, -7.28883, 0.05855)
H (1.28913, -6.82149, 1.72527)
H (-2.12574, -5.78427, -0.71386)
H (-0.75983, -6.76184, -1.23768)
H (-0.55953, -5.02045, -1.01650)
H (-1.00550, -2.92008, 3.39919)
H (-1.16717, -3.89320, 4.86550)
H (-2.47594, -3.85550, 3.68858)
C (-0.11748, 4.38955, 0.76365)
C (-1.57763, 4.91521, 0.83655)
C (-2.02857, 5.48652, -0.51354)
C (-1.45579, 6.86384, -0.83887)
C (-1.71833, 7.83013, 0.31410)
C (-1.18180, 7.31107, 1.64693)
N (-1.71097, 5.93668, 1.91485)
O (-2.91715, 5.98269, 2.36424)
C (0.35729, 7.33235, 1.62314)
C (-1.60562, 8.23885, 2.77730)
C (-2.46160, 3.71384, 1.15451)
H (0.54805, 4.88212, 1.46648)
H (-0.06904, 3.33088, 1.02257)
H (0.30937, 4.50446, -0.23586)
H (-3.12008, 5.56048, -0.51574)
H (-1.76803, 4.77303, -1.30012)
H (-0.38474, 6.79565, -1.05207)
H (-1.92360, 7.24501, -1.74845)
H (-1.26655, 8.80090, 0.10340)
H (-2.79610, 7.99905, 0.39676)
H (0.76460, 6.89500, 2.53572)
H (0.70247, 8.36396, 1.56710)
H (0.79053, 6.81222, 0.77091)
H (-2.68342, 8.37989, 2.81054)
H (-1.14525, 9.21509, 2.63078)
H (-1.28225, 7.85086, 3.74372)
H (-2.24158, 3.31377, 2.14466)
H (-2.26679, 2.93272, 0.41683)
H (-3.52092, 3.95616, 1.11239)

Cartesian forces, eV/Å:
C -0.4112 0.1029 -0.2009
Si 0.6665 -1.1332 0.0550
C -0.5094 0.7371 -0.1618
C -0.2558 0.5385 0.1774
N -0.3699 0.0501 0.4761
C 0.1597 -0.0573 -0.0438
N -0.0213 -0.0934 -0.0077
C 0.1983 -0.5788 0.9596
C 0.0894 -0.4686 -0.4279
C 0.0490 0.6832 0.2079
C -0.1534 -0.2976 -0.3705
C -0.4341 -0.0856 0.0248
N 0.6030 0.1560 0.3644
C -0.4729 0.9466 -0.7626
H 0.1387 0.1651 -0.0681
H 0.1111 -0.1433 0.0293
H 0.0048 0.1883 0.1217
H -0.0537 -0.2554 -0.0919
H 0.1776 -0.1401 0.0229
H 0.1154 0.0284 0.2474
H 0.0463 -0.2281 0.0717
H 0.1482 -0.0366 -0.1551
H -0.0029 0.0052 -0.2137
H 0.1083 0.1053 -0.1950
H 0.0916 0.0564 -0.1393
H 0.1637 0.2483 -0.0278
H -0.2104 0.1415 0.2120
H -0.1368 0.0862 -0.1002
H 0.0032 -0.2531 -0.0843
H -0.1234 -0.1233 -0.0701
H 0.0057 0.1097 0.2224
H 0.2281 -0.0036 -0.0725
H 0.2685 0.0232 0.1029
H -0.3560 -0.1109 0.0756
H -0.1549 -0.1107 -0.2056
H 0.2319 -0.2974 0.1524
C 0.0863 0.0152 -0.2134
C 0.9436 0.2998 0.6957
C -0.2618 -0.3245 -0.1759
C 0.0510 0.0971 -0.0128
C -0.2335 -0.1114 0.3258
C 0.9869 -0.2983 -0.5459
N -1.4424 -0.6902 0.2692
O 0.3402 0.4781 -0.2558
C 0.0434 0.0526 0.1408
C -0.2708 0.1664 -0.0903
C -0.2660 0.1590 -0.1425
H -0.0614 0.0010 0.0163
H -0.1187 -0.0076 0.0948
H -0.0133 -0.0338 -0.0285
H 0.0139 0.0797 -0.0837
H 0.0386 0.0862 0.0316
H 0.0126 0.0193 -0.0285
H 0.0132 -0.0095 0.0205
H 0.0522 0.0323 -0.0724
H 0.0184 0.1156 -0.0168
H -0.0140 0.0136 -0.0016
H -0.0982 -0.0043 -0.0568
H -0.0277 0.0130 -0.0144
H 0.0252 0.0589 0.0654
H 0.0700 -0.0545 0.0329
H 0.0162 -0.0063 0.0345
H 0.0238 -0.0098 -0.0088
H 0.0770 -0.0455 0.0261
H 0.0362 -0.0004 -0.0843
C 0.1556 0.0535 0.1026
C 0.8141 -0.8559 -0.2038
C -0.1497 0.3948 -0.1455
C 0.0129 -0.0575 0.0709
C -0.2046 -0.1463 -0.3243
C 1.0306 0.4643 0.2294
N -1.2939 0.4604 -0.7281
O 0.2366 -0.1635 0.3921
C 0.0276 -0.1672 -0.0663
C -0.2844 -0.0118 0.1453
C -0.2679 0.0195 0.1813
H -0.0716 0.0359 -0.0194
H -0.1462 -0.0404 -0.0689
H -0.0009 0.0695 0.0059
H 0.0000 0.0030 0.1162
H 0.0137 -0.0844 0.0443
H 0.0124 0.0043 0.0474
H 0.0129 -0.0077 -0.0136
H 0.0470 0.0234 0.0698
H -0.0030 -0.0676 0.0954
H -0.0168 -0.0010 0.0161
H -0.0905 0.0590 0.0298
H -0.0320 0.0113 0.0152
H 0.0085 -0.0914 -0.0006
H 0.0769 0.0002 -0.0556
H -0.0045 -0.0262 -0.0076
H 0.0195 0.0142 0.0046
H 0.0786 0.0064 -0.0423
H 0.0355 0.0544 0.0639


A structure of composition C12H26NO2P2Re. Source: OMol25; level of theory: the ωB97M-V functional and the def2-TZVPD basis.

Computed properties:
- HOMO-LUMO gap (spin up / spin down): 0.216 / 0.191 Ha
- Net charge: +3
- Lowest unoccupied orbital energy (spin up / spin down): -12.2 / -12.9 eV
- HOMO (spin up / spin down): -18.08 / -18.08 eV
- Multiplicity: 4
- <S²>: 3.775

Cartesian coordinates (Å):
Re (0.16189, 0.27214, 0.83878)
P (-2.10618, 0.21710, 0.63885)
C (-2.14936, 1.11646, -0.95592)
C (-0.82520, 1.53820, -1.63503)
N (0.29424, 1.23196, -0.93959)
C (1.56384, 1.44964, -1.38975)
C (1.75721, 2.16679, -2.59292)
C (0.59224, 2.56361, -3.29992)
C (-0.72191, 2.25809, -2.85066)
C (2.68661, 0.91757, -0.52301)
P (2.29926, -0.42898, 0.77129)
H (-1.67585, 2.54422, -3.38120)
H (2.80201, 2.44707, -2.91133)
H (0.68958, 3.14400, -4.23660)
H (3.51631, 0.42675, -1.05096)
H (3.15526, 1.70538, 0.08723)
H (-2.75629, 0.54698, -1.55085)
H (-2.76555, 2.04097, -0.69619)
H (-1.71236, -4.80503, -3.38444)
O (-2.29969, -4.19556, -3.08114)
H (-2.12476, -3.41809, -3.64770)
H (-1.08037, -4.19717, 2.70481)
O (-0.65022, -3.42434, 2.22321)
H (0.05923, -3.63309, 1.55447)
C (2.92150, -1.94879, 0.02925)
H (3.81504, -1.70610, -0.54677)
H (3.16979, -2.66080, 0.82167)
H (2.18572, -2.40288, -0.63785)
C (3.44420, -0.21674, 2.15487)
H (3.35109, -1.08855, 2.81087)
H (4.46696, -0.14657, 1.78231)
H (3.20309, 0.67707, 2.73009)
C (-3.05381, 1.30551, 1.78453)
H (-4.05120, 1.47795, 1.35611)
H (-3.14375, 0.81116, 2.76208)
H (-2.52510, 2.25905, 1.90672)
C (-3.27262, -1.18007, 0.54520)
H (-3.38777, -1.63099, 1.54454)
H (-4.24837, -0.81846, 0.20201)
H (-2.90757, -1.95235, -0.14009)
C (0.31914, 1.55864, 2.37147)
H (1.16682, 1.14391, 2.97168)
H (-0.67077, 1.45038, 2.88217)
H (0.50766, 2.58398, 1.97770)

Cartesian forces, eV/Å:
Re -0.8051 0.3528 0.1109
P -4.4408 0.2004 0.3728
C 0.9199 3.1544 1.0473
C -1.0717 0.6771 -0.5590
N 0.5113 -1.0183 0.5186
C 0.5560 0.7241 -1.2288
C -0.2119 -0.2849 0.8585
C -0.3391 0.2467 -0.1778
C 0.0341 -0.7186 0.9221
C 0.6250 -0.1607 0.8979
P 4.1883 -0.7108 -0.6814
H 1.4233 -0.2762 0.4581
H -1.3950 -0.4570 0.1844
H 0.0529 -0.4017 0.6233
H -0.3284 0.4649 -0.4780
H -0.1931 0.1099 -0.3081
H -1.4060 -1.4332 -2.0843
H 0.8244 -0.8898 -0.5553
H 2.5449 -3.1014 -1.3334
O -2.1430 3.8200 1.0203
H -0.3744 -0.6603 0.3171
H 1.4053 1.0266 -1.3940
O 0.1968 0.0427 -0.2850
H -1.5500 -0.8747 1.5326
C -0.6618 -0.4805 -0.2517
H 0.0754 -0.0499 0.0840
H -0.0248 0.0801 -0.0989
H 0.1344 -0.0567 -0.0529
C -0.3012 0.4304 0.3115
H 0.0251 0.0548 -0.1035
H 0.0217 -0.0560 -0.0550
H 0.1975 0.0134 0.0158
C 0.6593 0.2148 0.1393
H 0.2570 -0.1120 0.0882
H -0.0525 0.1065 -0.2543
H -0.3014 -0.0959 0.0210
C 0.6357 -0.6984 -0.1762
H 0.1441 0.2275 -0.3085
H 0.2053 0.1456 0.0262
H -0.1383 0.0225 0.0924
C 0.0598 -0.0866 0.1280
H -0.6482 0.6250 -0.0038
H 0.7971 0.3639 0.0488
H -0.1079 -0.4806 0.5706


A structure of composition C13H16Cl2N2O3S. Source: OMol25; level of theory: the ωB97M-V functional and the def2-TZVPD basis.

Computed properties:
- HOMO-LUMO gap: 0.342 Ha
- Net charge: 0
- Lowest unoccupied orbital energy: -0.3 eV
- HOMO: -9.62 eV
- Multiplicity: 1

Cartesian coordinates (Å):
C (1.05626, 2.84888, 2.25649)
H (0.91553, 1.92109, 2.80602)
C (0.73892, 2.63396, 0.78385)
H (0.84606, 3.56545, 0.21614)
C (1.71952, 1.61329, 0.17061)
O (2.81069, 1.95413, -0.22617)
N (1.26142, 0.35267, 0.17698)
H (0.33898, 0.16755, 0.54053)
C (1.92554, -0.73467, -0.51215)
C (2.04023, -1.96380, 0.39204)
C (0.68245, -2.61279, 0.65267)
C (-0.01146, -2.96183, -0.66057)
C (-0.17456, -1.71928, -1.53088)
C (1.18223, -1.07718, -1.80916)
H (1.05223, -0.16590, -2.39610)
H (1.79688, -1.76858, -2.38819)
H (-0.64871, -1.98713, -2.47709)
H (-0.83216, -1.00275, -1.03193)
H (-0.98839, -3.40539, -0.45714)
H (0.58636, -3.70066, -1.19894)
H (0.82355, -3.51725, 1.24803)
H (0.04863, -1.93874, 1.23240)
H (2.50594, -1.67574, 1.33645)
H (2.69453, -2.68692, -0.09818)
H (2.92485, -0.35758, -0.75481)
O (-0.61565, 2.17494, 0.68610)
C (-1.16468, 2.18100, -0.53070)
O (-0.63526, 2.59268, -1.52398)
C (-2.52954, 1.57875, -0.49300)
N (-3.41075, 1.92946, -1.39848)
S (-4.81646, 1.15414, -1.23944)
C (-4.28578, 0.23829, 0.12882)
C (-2.98795, 0.59497, 0.42388)
Cl (-2.09995, -0.09887, 1.70296)
Cl (-5.24280, -0.90372, 0.94394)
H (2.08986, 3.16781, 2.35259)
H (0.40344, 3.60975, 2.67639)

Cartesian forces, eV/Å:
C -0.2328 -0.0712 -0.2941
H 0.0123 -0.0761 0.0918
C 0.6514 0.3348 -0.1196
H 0.0055 -0.2499 0.0681
C -0.5294 0.3893 0.1982
O 0.2992 0.2310 -0.0861
N -0.3537 -0.5687 0.0711
H 0.0424 0.1767 0.0137
C 0.4482 -0.1339 -0.2095
C -0.0940 0.1591 0.0742
C 0.2064 -0.2124 -0.1720
C -0.2353 0.2013 0.1705
C 0.2342 -0.2356 -0.1760
C -0.0939 0.1794 0.1218
H 0.0914 -0.0022 -0.0451
H 0.0414 -0.0393 -0.0678
H -0.0833 0.0828 0.0165
H -0.1161 0.0552 0.0223
H 0.0115 -0.0878 -0.0368
H 0.0083 -0.0879 -0.0414
H -0.0503 0.0523 0.0902
H -0.0560 -0.0030 0.0813
H 0.0921 -0.0046 -0.0297
H 0.0584 -0.0505 -0.0104
H -0.1697 -0.0909 0.0485
O -0.0965 0.0816 0.3686
C 0.1771 0.1873 -0.4637
O -0.0915 -0.0371 0.1217
C -0.4722 -0.1523 -0.1076
N 0.5122 0.4882 -0.3415
S 0.2758 -0.5586 0.8159
C 0.2226 0.3706 -0.2984
C -0.7128 -0.1576 -0.1172
Cl -0.0427 -0.2470 0.2176
Cl -0.0145 -0.0059 -0.0152
H 0.0817 0.0223 -0.0027
H -0.0276 0.0605 0.0426


no.,largest force on an atom (eV Å⁻¹)
1,2.011
2,4.051
3,1.622
4,4.497
5,1.027